# 1
The following is a DFT calculation (ωB97M-V/def2-TZVPD) of a molecular structure, C40H51B2Cl3F4MoN7OPS3Se.

```
114
Properties=species:S:1:pos:R:3:mulliken_charge:R:1
Mo 0.3149 -0.6775 0.2419 2.56
Se 4.2807 -0.8076 -0.9393 -0.17
Cl 3.8780 -3.1381 1.4225 -0.11
Cl 2.6040 1.9371 1.3154 -0.34
Cl 6.0152 0.1217 5.0991 -0.23
S 1.0840 1.3275 -1.2589 -0.27
S -1.6300 -0.8170 -1.1865 -0.33
S -0.7748 0.9034 1.8585 -0.20
P -0.5334 -2.7318 1.3598 2.12
F 1.5133 -4.2506 -1.2637 -0.31
F 2.2820 -3.1504 -3.1116 -0.20
F 1.4668 -1.9916 -1.3103 0.28
F 0.0670 -3.1714 -2.6206 -0.36
O 1.8736 -0.8017 1.1397 1.18
N -4.2002 -0.5057 -0.1734 0.83
N 5.8258 0.1345 -5.2329 -0.67
N -0.0121 1.4911 -3.7564 0.62
N -1.3975 1.9606 -2.1089 0.00
N -1.0190 2.9957 0.2034 0.84
N 0.0310 3.5582 2.0548 1.04
N -2.9327 1.2934 -0.1731 0.31
C -4.1254 -2.4875 -1.6552 -2.03
C 1.2196 1.1956 -4.5075 1.25
C -1.6432 -1.6655 3.6755 0.18
C 0.4767 3.7104 3.4539 1.06
C 1.8767 4.3327 3.4929 -1.40
C 4.9106 -0.1469 3.8041 0.05
C -2.9810 -0.0112 -0.5020 -0.11
C -4.1011 1.5987 0.4706 -1.22
C -0.5673 2.5406 1.3840 -0.73
C -3.0922 -3.9156 4.3626 -0.68
C 2.9278 -0.6353 1.8570 -1.90
C -0.1379 1.5815 -2.4125 -0.16
C 0.8491 -3.6821 2.0674 -1.34
C 3.8217 -1.6555 2.2881 0.80
C -1.2408 -4.0073 0.2514 -1.75
C -6.2727 -1.4747 -1.0240 -1.90
C 5.4806 -1.0991 -4.8898 -0.49
C 5.0114 -1.4524 -3.6390 -0.38
C -4.8544 -1.7775 -0.5181 1.49
C -1.6290 -2.7677 2.8321 0.11
C -2.0842 2.0563 -3.2892 -1.47
C 0.0003 4.6529 1.2254 -0.61
C 4.8894 -0.4492 -2.6808 0.35
C 0.9340 1.2345 -6.0072 -2.33
C -0.6426 4.3038 0.0930 -1.42
C -0.5186 4.6570 4.1390 -1.75
C -4.9183 -2.6441 0.7416 -1.53
C -2.4026 -1.6694 4.8310 -0.62
C 1.7173 -0.1977 -4.1352 -1.03
C 5.7051 1.0808 -4.3136 -0.59
C -4.8800 0.4974 0.4773 -0.74
C 2.2489 2.2716 -4.1601 -1.52
C 5.2456 0.8500 -3.0335 -0.29
C -2.3328 -3.9092 3.2058 -0.53
C 0.4999 2.3814 4.1989 -2.02
C -3.1400 -2.7908 5.1701 -0.62
C 3.3060 0.6771 2.2565 0.90
C -1.2356 1.7756 -4.3012 -0.44
C 4.2547 0.9307 3.2201 -0.60
C 4.7559 -1.4217 3.2766 -0.65
B -2.0428 2.4112 -0.7854 0.51
B 1.3550 -3.1936 -2.1250 -0.78
H 2.2439 4.3083 4.5146 0.49
H 5.5916 -1.8426 -5.6690 0.37
H -0.8679 -4.9918 0.5336 0.59
H 1.8626 1.0412 -6.5357 0.47
H -1.4312 1.7613 -5.3503 0.57
H -6.9221 -1.0742 -0.2519 0.45
H -2.3287 -4.0039 0.2625 0.44
H 4.7190 -2.4659 -3.4151 0.39
H -1.0546 -0.7973 3.4229 -0.49
H -6.7188 -2.3995 -1.3759 0.47
H 1.8793 3.2577 -4.4360 0.36
H -1.5219 4.2396 4.1122 0.31
H -0.2270 4.7991 5.1759 0.48
H -3.9286 -2.7692 1.1750 0.22
H 0.8123 2.5579 5.2251 0.68
H -0.4850 1.9242 4.2085 0.51
H -3.1359 -2.8186 -1.3699 0.38
H -5.5557 -2.1924 1.4991 0.40
H 1.8777 5.3653 3.1584 0.43
H 5.1547 1.6469 -2.3114 0.41
H 2.0655 -0.2367 -3.1086 -0.38
H -5.3225 -3.6200 0.4898 0.44
H -0.8784 4.8872 -0.7716 0.70
H 2.4575 2.2633 -3.0948 0.27
H 0.4684 -4.5820 2.5510 0.64
H -2.2802 -4.8024 2.6015 0.35
H 0.5679 2.2086 -6.3237 0.52
H -0.5336 5.6297 3.6541 0.39
H 5.3920 -2.2277 3.6041 0.48
H 3.1761 2.0806 -4.6912 0.42
H -3.6512 -4.8007 4.6330 0.43
H -3.1230 2.3125 -3.3050 0.72
H 1.3823 -3.0724 2.7983 0.25
H 5.9973 2.0772 -4.6237 0.42
H -2.4111 -0.7961 5.4657 0.45
H -5.8553 0.3574 0.8910 0.58
H 0.4355 5.5918 1.4929 0.63
H 0.9321 -0.9406 -4.2522 0.35
H -4.6996 -3.3566 -1.9578 0.55
H 4.5056 1.9435 3.4892 0.52
H -3.7542 -2.7915 6.0580 0.41
H 2.5607 3.7686 2.8702 0.17
H -4.2900 2.5792 0.8549 0.71
H 2.5515 -0.4766 -4.7712 0.61
H -6.2368 -0.7767 -1.8571 0.38
H 1.5052 -3.9586 1.2424 0.13
H 1.2028 1.6914 3.7414 0.26
H -0.8955 -3.8008 -0.7598 0.29
H -4.0312 -1.8226 -2.5101 0.43
H -2.8000 3.2942 -1.0489 -0.19
H 0.2225 0.4636 -6.2910 0.47
```

**Strongest force on any atom**: 3.803 eV Å⁻¹
**Net charge**: 0
**Lowest unoccupied orbital energy (spin up / spin down)**: -1.85 / -1.84 eV
**Orbital gap (spin up / spin down)**: 0.1332 / 0.1339 Ha

# 2
The following is a DFT calculation (ωB97M-V/def2-TZVPD) of a molecular structure, C40H51IN5O3SbSn.

```
102
Properties=species:S:1:pos:R:3:mulliken_charge:R:1
I 3.4763 0.3256 3.6365 0.16
Sb -1.3043 0.5599 -2.8378 1.00
Sn 1.0448 -1.3678 1.6915 0.95
O 0.8706 -3.1564 2.9770 -0.64
O -0.0131 1.1306 -1.2590 -0.06
O -4.5439 -2.3889 5.4311 -0.53
N 3.0406 -2.3892 1.1011 0.37
N 0.2746 -0.4865 3.6419 0.08
N 2.3996 0.0821 0.0234 2.03
N -1.6543 -5.1422 4.4995 -0.54
N 2.2331 1.2625 -0.5703 -1.22
C 0.5740 -5.8484 3.7899 -1.21
C 0.8047 2.0346 -4.6732 -1.19
C 5.3292 -3.6451 0.1561 -0.41
C 1.0271 -1.3551 -3.2495 -1.76
C -0.1053 3.9523 -0.8260 -0.43
C -1.3434 1.2863 -5.9471 -1.32
C 3.6146 -0.3725 -0.2257 0.28
C -3.2300 -1.8328 5.4288 -0.72
C 1.8558 2.6829 4.4832 -0.27
C -4.3978 0.0140 -2.6178 -1.31
C -0.4272 -1.5950 -2.8535 1.53
C -1.6206 3.1291 -4.3829 -1.08
C 3.8935 -1.7009 0.2427 0.41
C 0.4492 0.9285 3.8813 0.32
C 1.1036 1.7406 -0.9363 -0.85
C 1.0681 3.2707 -1.1656 0.52
C 4.5424 0.3596 -1.1673 -1.43
C -0.5630 -2.2255 -1.4222 -1.72
C 4.4362 -4.3238 1.0155 -0.88
C -3.8161 2.3502 -1.6621 -1.58
C -0.4995 3.0352 4.5161 -0.60
C -0.5696 -1.1242 4.4409 -0.18
C -1.0502 -2.4698 4.3041 -0.38
C -0.1242 5.3314 -0.8256 -0.56
C -2.5805 -4.2408 4.7610 -0.66
C -0.7606 1.9849 -4.7665 1.02
C -3.1430 0.1459 -0.3687 -1.39
C 3.3445 -3.6278 1.5311 -0.22
C -0.1431 -3.4614 3.7824 0.25
C 2.1351 5.4234 -1.5682 -0.81
C 1.7656 1.4807 3.8790 -0.28
C -3.4078 0.8498 -1.7377 1.28
C 2.1412 4.0597 -1.6427 -0.10
C -2.2843 -2.8502 4.8526 0.43
C -0.4470 -4.8248 4.1123 0.67
C -1.2551 -2.1913 -3.9032 -1.30
C -0.6693 1.7452 4.0338 -0.15
C 0.9610 6.0750 -1.1836 -0.39
C 0.7491 3.5109 4.8260 -0.88
C 5.1304 -2.3345 -0.1670 -1.06
H 1.1054 2.4664 -5.6612 0.55
H -1.7366 1.3682 3.8732 0.34
H -3.5592 -4.6493 5.0248 0.47
H 3.0393 3.4602 -1.9167 0.33
H 1.0571 -0.8571 -4.2016 0.28
H -4.2628 -1.0579 -2.4518 0.33
H -2.8557 -1.5753 6.4317 0.32
H -4.1673 0.1522 -3.6630 0.32
H 0.9173 -5.9178 2.7539 0.23
H -1.4457 -1.5868 -4.8184 0.31
H -5.2539 -1.8088 5.7770 0.31
H -0.8844 -3.1845 -4.1581 0.47
H -3.1130 3.0797 -1.2171 0.23
H 0.0945 -3.0588 -1.2993 0.72
H 2.9087 6.0122 -2.0170 0.41
H 2.8298 3.0269 4.8393 0.39
H -1.0058 -0.5608 5.2718 0.78
H 0.8883 7.1750 -1.1035 0.39
H 1.4669 -5.5626 4.3544 0.33
H -3.2295 -0.9989 4.7244 0.32
H -1.8268 3.8029 -5.2777 0.47
H 5.6022 0.0524 -1.0395 0.53
H -1.7266 2.0509 -6.6879 0.42
H -2.1588 0.4215 0.1115 0.16
H 4.6609 -5.3454 1.3993 0.43
H 0.2331 -6.8684 4.1299 0.32
H -4.0384 2.7589 -2.6337 0.56
H -1.6030 -2.5698 -1.1748 0.28
H -5.4755 0.4397 -2.4712 0.39
H -3.1031 -0.9492 -0.4730 0.26
H 2.6804 -3.9759 2.3446 0.45
H -1.0535 5.8720 -0.5639 0.39
H 6.2409 -4.1633 -0.2500 0.40
H 1.5485 -2.3317 -3.3094 0.61
H -4.0538 0.4112 0.2867 0.48
H 5.8087 -1.7880 -0.7699 0.43
H 1.4851 -0.7611 -2.4372 0.32
H 0.9316 4.4657 5.2259 0.51
H -2.2414 0.7007 -5.7309 0.28
H -0.8843 3.3793 -0.3763 0.51
H -1.4360 3.5918 4.7041 0.40
H 4.1869 0.3304 -2.2046 0.18
H -0.2170 -1.5719 -0.6300 -0.17
H 4.5732 1.3411 -0.7648 0.34
H -1.3055 3.7928 -3.5721 0.19
H -2.6309 2.7767 -4.0665 0.28
H -4.8170 2.4398 -1.0632 0.42
H 1.0686 2.7767 -3.9453 0.19
H -0.5497 0.6699 -6.4139 0.37
H -2.2522 -2.5144 -3.4657 0.36
H 1.2482 1.0463 -4.5030 0.20
```

**Strongest force on any atom**: 3.659 eV Å⁻¹
**Net charge**: +2
**Lowest unoccupied orbital energy**: -6.19 eV
**Orbital gap**: 0.2054 Ha

The calculation returns the following relative energy (zero: lowest compared OMol25 entry of this formula, charge and spin) values, one per record and in order: 260.8 154.6 kJ/mol.